{
  "formula": "C38H43Cl5FN9PtSeSi",
  "method": "ωB97M-V/def2-TZVPD",
  "total_charge": 2,
  "relative_energy_ev": 0.810,
  "homo_energy_ev": [-12.549, -12.548],
  "species": ["Pt", "C", "Si", "C", "C", "N", "C", "C", "C", "C", "C", "C", "F", "H", "H", "H", "H", "H", "H", "H", "H", "H", "H", "H", "H", "H", "N", "C", "N", "C", "N", "N", "C", "N", "C", "C", "C", "C", "C", "N", "H", "H", "H", "H", "H", "H", "H", "H", "C", "C", "C", "C", "N", "C", "Se", "N", "C", "C", "C", "C", "C", "C", "C", "C", "C", "C", "H", "H", "H", "H", "H", "H", "H", "H", "H", "H", "H", "H", "H", "H", "H", "H", "H", "H", "H", "H", "H", "H", "Cl", "C", "C", "C", "Cl", "C", "Cl", "C", "Cl", "C", "Cl"],
  "coordinates": [[-1.656560, -0.066434, -0.849863], [-5.371726, 2.503493, 0.424467], [-4.247335, 1.030078, 0.673585], [-4.883180, -0.284893, -0.493689], [-4.360297, 0.427902, 2.452588], [-2.472868, 1.463591, 0.331407], [-2.035875, 2.669019, 0.778006], [-2.736175, 3.301734, 1.861225], [-2.411083, 4.532625, 2.361489], [-1.351513, 5.253242, 1.806136], [-0.612492, 4.683285, 0.781306], [-0.919226, 3.429791, 0.310003], [-0.142585, 2.986786, -0.669440], [-6.363775, 2.077785, 0.244181], [-5.120387, 3.111789, -0.441532], [-5.461371, 3.164720, 1.284826], [-5.894019, -0.500905, -0.129562], [-4.350897, -1.233633, -0.510248], [-4.977657, 0.089322, -1.513032], [-5.282722, 0.826197, 2.884399], [-3.537408, 0.758240, 3.086825], [-4.425135, -0.657635, 2.516707], [-3.528819, 2.753218, 2.342225], [-2.974539, 4.939085, 3.189542], [-1.102389, 6.240803, 2.168215], [0.217501, 5.204650, 0.324012], [-1.884026, -0.850968, -4.304571], [-1.985266, -1.892857, -3.493083], [-2.254581, -3.053306, -4.080808], [-2.381896, -4.115980, -3.302659], [-2.630424, -5.294580, -3.856240], [-2.292657, -4.077224, -1.945391], [-2.036540, -2.909821, -1.442719], [-1.829158, -1.756355, -2.133067], [-1.988116, -2.840023, 0.045213], [-2.026823, -3.993930, 0.805156], [-2.001591, -3.886125, 2.188300], [-1.939803, -2.625405, 2.757667], [-1.894444, -1.519265, 1.926720], [-1.923614, -1.620563, 0.599824], [-2.046442, -1.028139, -5.282383], [-1.755199, 0.087366, -3.971981], [-2.712398, -5.368707, -4.856032], [-2.743543, -6.108049, -3.277120], [-2.084460, -4.946919, 0.301520], [-2.032444, -4.772601, 2.807092], [-1.923373, -2.485137, 3.829159], [-1.834162, -0.521905, 2.336668], [2.418091, 3.496875, 2.416153], [3.634625, 2.641267, 2.078292], [4.059446, 2.741174, 0.615238], [3.077771, 2.095491, -0.358028], [3.052832, 0.637879, -0.207386], [2.102187, -0.107992, 0.375991], [0.459097, 0.515221, 1.008387], [2.494080, -1.396747, 0.377325], [1.748316, -2.509046, 0.973345], [1.896405, -2.557562, 2.490399], [3.306088, -2.881259, 2.979963], [3.729783, -4.320546, 2.709716], [3.729597, -1.487021, -0.245421], [4.542477, -2.576557, -0.554051], [5.711931, -2.305294, -1.229104], [6.068091, -0.995820, -1.599367], [5.264861, 0.081940, -1.301650], [4.084984, -0.190599, -0.611087], [2.207409, 3.470851, 3.485031], [1.517601, 3.160425, 1.897222], [2.593454, 4.538977, 2.140024], [3.448521, 1.593042, 2.340749], [4.474613, 2.951673, 2.701398], [5.047848, 2.297759, 0.478526], [4.153163, 3.793303, 0.333273], [3.342992, 2.300781, -1.396518], [2.062827, 2.449886, -0.194377], [2.117709, -3.419958, 0.503548], [0.703718, -2.389347, 0.683327], [1.196469, -3.310364, 2.865603], [1.565479, -1.596494, 2.892192], [3.342509, -2.697057, 4.055057], [4.022810, -2.181293, 2.537876], [3.011240, -5.022585, 3.137138], [4.700669, -4.530996, 3.155673], [3.811515, -4.542162, 1.644653], [4.277328, -3.587675, -0.282975], [6.374128, -3.120137, -1.486608], [6.992991, -0.835753, -2.135553], [5.535960, 1.085343, -1.597921], [-3.591030, 2.273430, -2.459779], [-1.910808, 2.223622, -2.860551], [-1.111897, 1.212944, -2.333875], [0.174790, 1.104261, -2.881178], [1.123886, -0.315589, -2.574511], [0.701503, 2.053166, -3.750503], [2.308008, 1.906628, -4.333442], [-0.088114, 3.133039, -4.149776], [0.555545, 4.337371, -5.176946], [-1.415791, 3.194864, -3.734391], [-2.424216, 4.463276, -4.286146]],
  "atomic_forces_ev_per_a": [[-0.04, 0.95, 0.27], [0.03, -0.01, -0.02], [-0.04, -0.34, 0.14], [0.01, 0.04, 0.14], [-0.18, 0.04, -0.06], [0.32, 0.00, -0.94], [0.08, -0.33, 0.52], [0.28, -0.06, 0.27], [-0.17, -0.06, -0.03], [0.15, -0.14, -0.24], [-0.02, 0.30, 0.24], [-0.13, 0.01, -0.25], [-0.06, -0.15, -0.11], [0.00, 0.01, -0.01], [0.03, 0.02, 0.00], [0.06, -0.04, 0.04], [-0.02, -0.02, -0.04], [0.06, -0.01, 0.05], [0.02, -0.05, 0.02], [0.01, -0.02, 0.03], [-0.01, -0.02, 0.02], [0.00, -0.05, -0.02], [-0.02, 0.04, -0.01], [-0.02, 0.03, -0.02], [0.01, 0.00, 0.02], [0.01, 0.00, 0.01], [-0.05, 0.04, -0.05], [-0.04, -0.06, 0.08], [0.05, -0.04, -0.02], [0.02, 0.08, 0.09], [0.02, -0.07, -0.04], [-0.03, -0.12, -0.08], [0.11, 0.17, 0.07], [0.11, -0.09, 0.42], [-0.05, -0.06, -0.10], [0.00, -0.05, 0.06], [0.01, 0.04, -0.04], [0.03, 0.00, -0.04], [-0.04, 0.03, 0.17], [-0.29, -0.02, -0.15], [0.01, 0.02, 0.00], [0.01, 0.03, 0.03], [-0.01, 0.00, 0.00], [-0.01, 0.01, 0.00], [0.00, 0.00, 0.01], [-0.01, 0.00, 0.00], [0.00, -0.01, 0.01], [0.00, -0.03, -0.05], [0.01, 0.01, -0.01], [0.02, 0.00, 0.01], [-0.02, 0.03, 0.00], [-0.05, -0.03, -0.04], [0.15, 0.05, 0.13], [0.03, -0.11, -0.07], [-0.36, 0.11, -0.36], [0.03, 0.04, 0.01], [-0.03, -0.02, -0.05], [0.01, 0.02, -0.01], [0.00, 0.01, 0.02], [-0.01, 0.01, 0.02], [-0.06, 0.02, -0.05], [0.03, -0.02, 0.03], [-0.02, -0.02, 0.02], [-0.01, 0.04, 0.00], [0.03, 0.01, 0.00], [-0.10, -0.01, -0.05], [-0.01, -0.01, 0.01], [0.04, -0.01, 0.02], [0.02, 0.01, 0.01], [-0.02, 0.00, 0.01], [0.01, 0.00, -0.01], [0.00, -0.01, 0.01], [0.00, -0.01, -0.01], [0.01, 0.00, 0.01], [0.00, -0.01, -0.03], [0.00, 0.00, 0.00], [0.03, 0.00, 0.02], [0.01, -0.01, -0.02], [-0.01, 0.00, 0.01], [-0.01, 0.00, 0.00], [0.01, -0.02, -0.01], [0.01, 0.00, 0.01], [0.01, 0.00, -0.01], [-0.02, -0.01, -0.01], [0.00, 0.00, 0.00], [0.00, 0.00, 0.00], [0.00, 0.00, 0.00], [0.00, 0.01, 0.01], [-0.04, 0.11, -0.15], [-0.02, -0.01, 0.12], [0.23, -0.21, -0.04], [-0.13, 0.02, 0.04], [0.01, -0.08, 0.05], [-0.05, 0.05, 0.03], [0.04, 0.02, -0.02], [0.01, -0.02, 0.01], [0.00, 0.02, -0.02], [0.02, 0.02, -0.03], [0.00, 0.00, -0.01]],
  "lowdin_charge": [1.076, -0.162, 0.452, -0.185, -0.164, -0.140, -0.301, -0.022, -0.032, 0.000, 0.010, -0.248, 0.041, 0.055, 0.009, 0.043, 0.054, 0.006, 0.010, 0.054, 0.032, 0.033, 0.074, 0.125, 0.128, 0.138, 0.225, -0.405, 0.193, -0.412, 0.210, 0.195, -0.279, 0.028, -0.211, 0.026, -0.005, -0.013, -0.189, -0.074, 0.137, 0.062, 0.129, 0.125, 0.123, 0.128, 0.129, 0.069, -0.103, -0.240, -0.164, -0.127, -0.014, -0.615, 0.996, 0.000, -0.126, -0.186, -0.242, -0.090, -0.139, 0.015, -0.040, -0.040, 0.018, -0.146, 0.083, 0.013, 0.084, 0.100, 0.117, 0.110, 0.128, 0.119, 0.078, 0.127, 0.089, 0.114, 0.091, 0.115, 0.105, 0.082, 0.083, 0.049, 0.105, 0.120, 0.120, 0.123, 0.774, -0.699, -0.425, -0.698, 0.760, -0.705, 0.727, -0.704, 0.744, -0.705, 0.741]
}